20
Properties=species:S:1:pos:R:3:forces:R:3 method="wB97M-V/def2-TZVPD" gap_ev=9.46 e_tot_ev=-9387.9247 de_lowest_ev=8.925 largest_force_ev_per_a=9.9
H -1.2902 -0.6023 1.3524 -1.248 1.919 -0.159
H 1.2952 -2.7418 0.5437 -2.184 3.697 -0.301
C -0.5770 -0.5621 -1.3331 -6.112 -0.439 -1.355
H -0.3373 2.5969 0.4609 1.563 -1.527 -1.259
H -0.1820 -2.4998 -1.0666 2.864 -7.205 -6.188
N -0.5102 -1.8468 -0.5913 -1.621 7.078 5.848
H -2.1246 0.9188 0.1322 1.133 -1.808 3.216
H 1.8540 0.0272 -0.7927 -1.817 -1.684 1.445
C -0.2182 0.5067 -0.3281 -3.906 -5.047 0.563
H 0.9118 2.2270 -0.8007 1.508 1.134 -1.898
C 1.0228 -0.2103 0.0849 3.958 1.052 -2.142
H -0.9446 1.5371 1.7207 -1.368 -4.403 -1.996
H 1.9432 1.5679 0.9498 2.405 -0.668 0.944
C 0.5479 -1.6807 0.4158 0.946 0.913 3.188
H -1.7076 -0.6698 -1.7336 2.245 1.117 0.549
H 0.0445 -0.5330 -2.1676 1.188 0.079 -1.498
C -1.2513 0.4524 0.9481 -1.027 4.052 -2.582
N 1.1360 1.0195 0.8378 3.204 0.990 4.937
H -0.0043 -1.2867 1.3986 1.879 -2.490 -1.131
C 0.3919 1.7799 -0.0312 -3.609 3.239 -0.181